Molecular formula: C28H70BBrClN5
Method: DFT, ωB97M-V/def2-TZVPD

Last column: Löwdin charge in e.
Geometry (Å):
C1 0.3758 -1.6067 5.5796  -0.09
C2 -0.5952 -1.5147 4.4032  -0.30
C3 -0.9315 -0.0645 4.0818  -0.71
Cl1 -2.1490 0.0203 2.7609  0.63
B1 -1.4596 0.7530 5.3219  -0.87
Br1 -3.1186 0.2269 6.1127  0.79
C4 -0.6145 1.9290 5.8847  -0.27
N1 -1.0056 2.4570 7.1927  -0.03
H1 -0.1093 -1.3144 6.5136  0.07
H2 1.2415 -0.9589 5.4291  0.08
H3 0.7345 -2.6268 5.7041  0.08
H4 -0.1494 -1.9764 3.5201  0.11
H5 -1.5123 -2.0596 4.6270  0.10
H6 -0.0439 0.4212 3.6683  0.08
H7 -0.7236 2.7329 5.1435  0.12
H8 0.4421 1.6280 5.8124  0.11
H9 -0.6707 1.8540 7.9323  0.07
H10 -0.5718 3.3560 7.3496  0.06
C5 0.3839 2.8545 1.7146  -0.09
C6 1.7858 3.3838 1.4647  -0.27
N2 2.8176 2.4696 1.9237  -0.20
C7 4.1427 3.0594 1.9547  -0.25
C8 4.7770 3.4871 0.6253  -0.08
C9 2.7389 1.1156 1.3994  -0.24
C10 2.7752 0.9287 -0.1234  -0.07
H11 0.2557 2.5949 2.7673  0.06
H12 -0.3577 3.6113 1.4569  0.08
H13 0.1625 1.9707 1.1160  0.06
H14 1.9180 4.3163 2.0204  0.12
H15 1.8814 3.6455 0.3986  0.10
H16 4.8111 2.3519 2.4550  0.10
H17 4.0934 3.9351 2.6093  0.11
H18 5.1129 2.6311 0.0395  0.05
H19 5.6531 4.1092 0.8199  0.07
H20 4.0908 4.0722 0.0123  0.07
H21 1.8191 0.6618 1.7773  0.09
H22 3.5528 0.5456 1.8555  0.11
H23 2.1266 1.6423 -0.6337  0.07
H24 2.4233 -0.0721 -0.3797  0.07
H25 3.7796 1.0357 -0.5312  0.05
C11 -5.7756 -0.7102 2.1226  -0.10
C12 -5.7662 0.2534 0.9471  -0.28
N3 -5.9492 -0.4048 -0.3345  -0.20
C13 -5.6497 0.4450 -1.4711  -0.25
C14 -6.5339 1.6746 -1.7159  -0.08
C15 -7.1367 -1.2329 -0.4538  -0.25
C16 -8.5009 -0.5716 -0.2134  -0.08
H26 -5.0344 -1.4977 1.9814  0.07
H27 -5.5270 -0.1721 3.0381  0.06
H28 -6.7514 -1.1744 2.2716  0.06
H29 -4.7917 0.7493 0.9118  0.11
H30 -6.5073 1.0480 1.1329  0.10
H31 -5.6594 -0.1827 -2.3663  0.09
H32 -4.6151 0.7836 -1.3538  0.11
H33 -7.5121 1.4046 -2.1122  0.06
H34 -6.0565 2.3290 -2.4479  0.07
H35 -6.6829 2.2556 -0.8050  0.07
H36 -7.0331 -2.0690 0.2413  0.10
H37 -7.1204 -1.6804 -1.4513  0.11
H38 -8.4887 0.0680 0.6704  0.07
H39 -9.2588 -1.3399 -0.0496  0.07
H40 -8.8255 0.0310 -1.0605  0.05
C17 11.0733 -0.0144 -0.4566  -0.09
C18 10.0651 -0.0002 0.6818  -0.28
N4 9.0923 1.0714 0.5677  -0.20
C19 8.3139 1.2784 1.7733  -0.25
C20 7.3769 0.1544 2.2342  -0.08
C21 8.3500 1.1216 -0.6808  -0.24
C22 7.5314 -0.1135 -1.0825  -0.08
H41 11.5652 0.9545 -0.5484  0.08
H42 11.8346 -0.7710 -0.2636  0.07
H43 10.6105 -0.2570 -1.4136  0.06
H44 10.6003 0.1576 1.6221  0.12
H45 9.6014 -0.9976 0.7564  0.10
H46 7.7291 2.1934 1.6388  0.10
H47 9.0177 1.4920 2.5838  0.11
H48 6.4885 0.0810 1.6064  0.04
H49 7.0373 0.3548 3.2527  0.07
H50 7.8716 -0.8173 2.2413  0.07
H51 9.0575 1.3411 -1.4832  0.10
H52 7.6914 1.9927 -0.6293  0.11
H53 8.0937 -1.0369 -0.9354  0.07
H54 7.2720 -0.0547 -2.1411  0.07
H55 6.6000 -0.1953 -0.5232  0.05
C23 -4.7880 -2.5170 -8.2380  -0.09
C24 -4.2491 -2.1171 -6.8733  -0.28
N5 -5.1020 -2.5402 -5.7774  -0.20
C25 -4.7603 -1.9243 -4.5084  -0.26
C26 -3.4005 -2.2518 -3.8797  -0.08
C27 -5.4132 -3.9589 -5.7337  -0.25
C28 -4.2425 -4.9491 -5.6606  -0.08
H56 -5.8079 -2.1545 -8.3714  0.08
H57 -4.1632 -2.0851 -9.0207  0.07
H58 -4.7860 -3.5979 -8.3810  0.06
H59 -4.1910 -1.0262 -6.8255  0.12
H60 -3.2136 -2.4834 -6.7804  0.10
H61 -5.5494 -2.1723 -3.7924  0.10
H62 -4.8193 -0.8407 -4.6539  0.11
H63 -3.3764 -3.2534 -3.4523  0.06
H64 -3.1952 -1.5498 -3.0691  0.07
H65 -2.5877 -2.1681 -4.6022  0.07
H66 -6.0112 -4.1984 -6.6157  0.10
H67 -6.0781 -4.1178 -4.8810  0.11
H68 -3.4480 -4.6874 -6.3611  0.07
H69 -4.5904 -5.9503 -5.9214  0.07
H70 -3.8071 -5.0044 -4.6641  0.05

Calculated values
SMILES = CC[C@@H](Cl)B(Br)CN.CCN(CC)CC.CCN(CC)CC.CCN(CC)CC.CCN(CC)CC
E_tot = -4441.6492 hartree

Molecular formula: C42H71Br31I2N2S
Method: DFT, ωB97M-V/def2-TZVPD

Last column: Löwdin charge in e.
Geometry (Å):
C1 -4.5253 -1.5271 3.6406  -0.12
C2 -3.3220 -0.9613 2.8627  -0.22
C3 -2.0296 -0.9122 3.7025  -0.12
C4 -0.8750 -1.7643 3.2259  -0.12
C5 0.4113 -1.3819 3.5039  -0.38
C6 0.6813 -0.1472 4.2674  -0.82
I1 0.8858 1.6182 3.1543  0.97
C7 0.7751 -0.1428 5.5904  -0.79
C8 1.0213 1.0262 6.4753  -0.19
I2 0.5573 -1.9527 6.6610  0.93
C9 1.5301 -2.1653 3.0760  -0.61
Br1 3.2779 -1.5627 3.5048  0.78
C10 1.3986 -3.3106 2.3737  -0.08
C11 0.0841 -3.7421 2.0953  -0.40
N1 -0.2315 -4.8553 1.4304  -0.21
S1 -1.8357 -4.9058 1.3848  0.91
N2 -2.1902 -3.5807 2.1950  -0.26
C12 -1.0323 -2.9985 2.5214  -0.32
H1 -5.0873 -2.2715 3.0851  -0.05
H2 -4.2296 -1.9728 4.5847  0.07
H3 -5.2055 -0.7201 3.8991  0.04
H4 -3.1802 -1.4650 1.9186  0.05
H5 -3.5651 0.0706 2.6286  0.08
H6 -1.6773 0.1119 3.6780  0.07
H7 -2.1984 -1.1415 4.7526  0.11
H8 0.2066 1.0875 7.1953  0.07
H9 1.0456 1.9627 5.9370  0.02
H10 1.9193 0.8717 7.0633  0.07
H11 2.2603 -3.8762 2.0664  0.05
Br2 1.2918 4.3430 0.3932  0.58
C13 0.7085 5.8380 1.4950  -0.68
C14 1.8750 6.6043 2.0526  -0.74
Br3 2.7222 5.6496 3.5253  0.59
H12 0.0706 5.4247 2.2694  0.05
H13 0.1161 6.4699 0.8370  0.05
H14 1.5424 7.5505 2.4725  0.03
H15 2.6465 6.7919 1.3146  0.01
Br4 -7.5466 -2.8465 2.7025  0.66
C15 -7.4321 -4.7245 3.1831  -0.67
C16 -6.0931 -5.0665 3.7784  -0.65
Br5 -4.7102 -5.1756 2.4125  0.68
H16 -7.6464 -5.2889 2.2803  0.01
H17 -8.2269 -4.8864 3.9078  0.06
H18 -6.1226 -6.0510 4.2400  0.06
H19 -5.7588 -4.3339 4.5059  0.05
Br6 -10.2183 -6.9256 0.3178  0.61
C17 -8.9919 -7.1885 -1.1727  -0.70
C18 -7.5982 -6.7451 -0.8278  -0.71
Br7 -7.4302 -4.8072 -0.8366  0.60
H20 -9.4058 -6.6479 -2.0173  0.05
H21 -9.0097 -8.2564 -1.3792  0.05
H22 -6.8889 -7.0998 -1.5710  -0.03
H23 -7.2843 -7.0817 0.1553  0.05
Br8 4.5912 9.1221 1.6021  0.66
C19 3.9242 10.8379 0.9750  -0.69
C20 2.5137 11.0852 1.4307  -0.67
Br9 1.2264 10.0349 0.4142  0.65
H24 4.0191 10.8342 -0.1058  0.04
H25 4.5939 11.5853 1.3944  0.06
H26 2.2395 12.1231 1.2561  0.00
H27 2.3591 10.8376 2.4756  0.06
Br10 2.9374 -6.3228 0.7317  0.70
C21 1.4277 -7.4794 0.3258  -0.69
C22 1.8792 -8.8777 0.0033  -0.69
Br11 2.6388 -8.9887 -1.7856  0.60
H28 0.8863 -7.0126 -0.4897  0.05
H29 0.8106 -7.4644 1.2206  0.05
H30 1.0329 -9.5612 0.0032  0.06
H31 2.6358 -9.2390 0.6920  0.05
Br12 -4.2302 -1.8525 -0.9853  0.67
C23 -2.9009 -1.7549 -2.4033  -0.71
C24 -1.7188 -2.6177 -2.0729  -0.68
Br13 -0.5989 -1.8019 -0.7081  0.71
H32 -2.6436 -0.7085 -2.5263  0.04
H33 -3.3983 -2.1139 -3.3005  -0.03
H34 -1.0782 -2.7472 -2.9430  0.05
H35 -2.0138 -3.5898 -1.6902  0.03
Br14 5.8033 -12.2734 -4.3370  0.62
C25 6.5567 -10.5692 -4.9045  -0.69
C26 5.9013 -9.4132 -4.2022  -0.75
Br15 4.1336 -9.0336 -4.9246  0.57
H36 6.4479 -10.5226 -5.9828  0.05
H37 7.6115 -10.6195 -4.6449  0.04
H38 6.4752 -8.5015 -4.3533  0.03
H39 5.7702 -9.5821 -3.1421  -0.01
Br16 -4.8695 2.9660 0.1227  0.61
C27 -5.5627 1.2492 0.7232  -0.72
C28 -6.8681 1.3743 1.4527  -0.68
Br17 -6.6437 2.0452 3.2672  0.61
H40 -4.7900 0.7989 1.3359  0.01
H41 -5.6916 0.6601 -0.1811  0.02
H42 -7.3077 0.3856 1.5696  0.04
H43 -7.5793 2.0316 0.9640  0.05
Br18 -6.2307 -9.7273 -2.8986  0.64
C29 -5.5226 -8.5987 -4.3188  -0.68
C30 -4.1486 -8.0800 -3.9895  -0.68
Br19 -4.2174 -6.6450 -2.6781  0.63
H44 -6.2422 -7.8013 -4.4728  0.05
H45 -5.4896 -9.2328 -5.2017  0.06
H46 -3.6884 -7.6442 -4.8733  0.06
H47 -3.4974 -8.8463 -3.5829  0.05
Br20 0.4326 11.3555 -5.3010  0.61
C31 2.1887 11.0585 -4.5217  -0.70
C32 2.1441 11.0971 -3.0179  -0.71
Br21 1.9849 12.9181 -2.3456  0.64
H48 2.8483 11.8113 -4.9401  0.05
H49 2.4970 10.0738 -4.8656  0.06
H50 3.0723 10.7133 -2.6002  0.05
H51 1.3091 10.5425 -2.6059  0.02
Br22 6.2441 -5.9980 -2.6439  0.63
C33 5.6609 -4.6460 -1.3734  -0.70
C34 6.8247 -3.9420 -0.7313  -0.69
Br23 7.6837 -5.0542 0.6140  0.60
H52 5.0273 -5.1527 -0.6538  -0.03
H53 5.0623 -3.9455 -1.9514  0.06
H54 6.4848 -3.0551 -0.2012  0.06
H55 7.5925 -3.6661 -1.4462  0.05
Br24 2.8187 14.9469 0.7985  0.63
C35 3.7793 15.5842 -0.7694  -0.71
C36 4.7152 16.7113 -0.4268  -0.68
Br25 3.7599 18.3842 -0.1480  0.64
H56 3.0305 15.8684 -1.5013  0.04
H57 4.3351 14.7253 -1.1383  0.04
H58 5.3965 16.9032 -1.2525  0.06
H59 5.2843 16.5218 0.4771  0.05
Br26 -4.3325 -3.3851 -5.6344  0.64
C37 -3.4446 -2.5777 -7.1669  -0.68
C38 -2.0028 -2.2621 -6.8736  -0.68
Br27 -1.8220 -0.6783 -5.7561  0.65
H60 -4.0195 -1.6977 -7.4346  0.05
H61 -3.5182 -3.3149 -7.9632  0.06
H62 -1.4701 -2.0276 -7.7923  0.06
H63 -1.4952 -3.0706 -6.3584  0.05
Br28 8.0879 -9.8575 -1.5451  0.67
C39 7.7570 -11.6607 -0.8897  -0.68
C40 8.9188 -12.1814 -0.0885  -0.70
Br29 10.4026 -12.7071 -1.2317  0.60
H64 7.5355 -12.2729 -1.7576  0.01
H65 6.8684 -11.5820 -0.2671  0.06
H66 8.6340 -13.0824 0.4498  0.06
H67 9.3069 -11.4484 0.6107  0.05
Br30 -0.4544 16.6981 2.4727  0.59
C41 0.1858 18.4383 3.0544  -0.69
C42 1.6838 18.4516 3.1998  -0.71
Br31 2.2618 17.5275 4.8119  0.60
H68 -0.3298 18.6702 3.9802  0.05
H69 -0.1258 19.1365 2.2808  0.06
H70 2.0474 19.4716 3.3045  0.06
H71 2.1870 17.9708 2.3673  -0.02

Calculated values
E_tot = -82540.5132 hartree
ΔE to the lowest compared entry with this formula, charge and spin = 0.0 kJ/mol

Molecular formula: C13H33Ba2F3LiN4O9S
Method: DFT, ωB97M-V/def2-TZVPD

Last column: Löwdin charge in e.
Geometry (Å):
Li1 0.3081 2.3748 2.0655  0.68
Ba1 1.2847 -2.4943 1.8921  2.00
Ba2 2.7925 0.7238 -2.7785  2.00
N1 -0.0858 0.5293 -0.2088  -0.60
O1 0.5185 0.7545 -1.2247  -0.20
O2 -0.6644 1.4507 0.3997  0.00
O3 0.0528 -0.6074 0.2588  -0.21
C1 4.8187 1.5487 2.1074  -0.55
F1 4.7140 1.6507 3.4433  0.17
F2 5.1335 2.7728 1.6204  0.15
F3 5.8286 0.7170 1.8416  0.16
S1 3.1539 0.9193 1.2682  0.56
O4 3.2728 1.0425 -0.1765  -0.54
O5 2.9088 -0.4504 1.6367  -0.55
O6 2.1423 1.8030 1.8826  -0.36
C2 -3.9389 -3.3447 1.5038  -0.03
C3 -2.4505 -3.5133 1.5183  -0.46
C4 -1.8162 -4.0062 0.2001  -0.16
O7 -0.4344 -4.3818 0.3158  -0.33
C5 0.1887 -5.1436 -0.7506  -0.06
N2 -1.8614 -2.2487 1.8987  -0.02
H1 -4.1745 -2.9716 2.5005  0.10
H2 -4.4503 -4.3050 1.4378  0.11
H3 -4.2284 -2.5440 0.8232  0.09
H4 -2.2301 -4.2346 2.3052  0.15
H5 -1.8670 -3.1166 -0.4276  0.11
H6 -2.3569 -4.9161 -0.0604  0.15
H7 -0.0583 -6.2052 -0.7432  0.11
H8 1.2594 -5.1356 -0.5464  0.09
H9 -0.0213 -4.8632 -1.7828  0.08
H10 -2.3376 -1.9582 2.7406  0.09
H11 -2.0266 -1.5450 1.1933  0.06
C6 1.1286 -1.8765 -5.7195  -0.02
C7 0.2731 -1.2330 -4.5289  -0.37
C8 -1.2076 -1.7528 -4.5992  -0.09
O8 -1.9486 -1.0355 -3.6239  0.12
C9 -3.2826 -1.5741 -3.6793  0.07
N3 0.8927 -1.7762 -3.2881  -0.01
H12 1.2607 -2.9579 -5.7540  0.10
H13 2.1691 -1.5610 -5.7962  0.08
H14 0.8709 -1.5777 -6.7356  0.10
H15 0.2204 -0.1445 -4.5046  0.12
H16 -1.0987 -2.8314 -4.4855  0.18
H17 -1.7002 -1.5517 -5.5505  0.18
H18 -3.1062 -2.6055 -3.3738  0.15
H19 -3.8527 -1.5894 -4.6081  0.16
H20 -3.9415 -1.1138 -2.9431  0.13
H21 0.1316 -1.7576 -2.6245  0.05
H22 0.8594 -2.7790 -3.4035  0.08
C10 -0.4427 6.4526 1.7100  -0.03
C11 0.2184 5.0752 1.8604  -0.41
C12 1.0669 4.8965 3.1438  -0.12
O9 1.4586 3.4760 3.4155  -0.32
C13 2.0713 3.3377 4.7425  -0.05
N4 -0.8545 4.0479 1.8512  -0.02
H23 -1.4521 6.5805 2.1011  0.10
H24 -0.4002 6.7057 0.6506  0.09
H25 0.1572 7.1845 2.2508  0.09
H26 0.9194 4.9545 1.0345  0.13
H27 0.3323 5.2375 3.8732  0.13
H28 1.9846 5.4839 3.1128  0.14
H29 1.3585 3.7051 5.4807  0.10
H30 3.1034 3.6182 4.9530  0.10
H31 2.2359 2.2678 4.8703  0.08
H32 -1.2341 3.9900 2.7853  0.09
H33 -1.5663 4.4024 1.2285  0.09

Calculated values
E_tot = -2166.1592 hartree
Charge = +4
2S+1 = 2